ORCA calculation (the ωB97M-V functional and the def2-TZVPD basis) on a structure of composition C19H42NO3P3Sn at a distorted geometry.

```
69
Properties=species:S:1:pos:R:3:forces:R:3
Sn 0.14657 -1.91641 -0.13074 0.02 0.38 0.76
P 1.68215 -0.18571 -1.73305 0.80 -0.63 -0.87
P 1.65340 2.26779 1.60137 0.87 1.71 2.22
P -0.73628 2.43230 -0.63070 -0.78 1.75 0.51
H -2.00754 -3.94931 1.16914 -0.54 0.02 -0.84
C -2.48263 -3.95171 0.15875 1.00 -0.49 -0.43
C -1.74966 -3.89465 -0.98096 -1.04 -3.06 1.72
H -0.65804 -4.05186 -0.96413 -0.11 0.11 -0.01
C 2.88244 -1.54463 -1.98785 0.14 0.09 0.10
C 2.83038 1.23280 -1.81066 -0.13 0.39 0.48
C 0.84792 -0.11372 -3.36244 -0.18 0.01 0.17
C 0.85654 2.26848 3.28065 -0.76 -0.68 -0.66
C 3.23736 1.49859 2.09521 0.22 -0.88 -0.66
C 2.20077 4.04590 1.53504 -0.24 -0.16 -0.97
C -2.13954 2.02892 -1.75095 0.11 -0.85 -0.49
C -0.30734 4.06769 -1.39145 0.59 -0.50 -0.06
C -1.76097 2.98954 0.80023 0.04 -0.33 0.21
H -3.57990 -4.07379 0.07890 0.75 0.08 0.26
H -2.21296 -4.16668 -1.93032 0.26 0.47 0.11
H 2.38163 -2.44612 -2.35838 0.14 0.01 -0.05
H 3.38718 -1.77197 -1.03802 -0.07 0.07 -0.38
H 3.61693 -1.19828 -2.72596 -0.10 -0.36 0.08
H 3.52062 1.20058 -0.95790 -0.11 0.01 -0.23
H 2.28524 2.18527 -1.79569 0.17 -0.21 -0.02
H 3.41190 1.15575 -2.74401 -0.25 -0.03 0.28
H 0.05879 -0.88071 -3.41530 0.24 0.23 -0.17
H 1.60348 -0.29652 -4.14370 -0.36 0.10 0.18
H 0.39575 0.87932 -3.50321 0.13 -0.32 -0.07
H 1.39149 2.98505 3.91706 -0.10 -0.17 -0.26
H 0.94790 1.25844 3.70348 -0.14 0.30 -0.02
H -0.20260 2.54066 3.20675 0.26 -0.01 0.26
H 3.46689 1.79207 3.13814 -0.21 0.01 -0.52
H 4.03830 1.84835 1.42360 -0.23 -0.28 0.31
H 3.14656 0.39567 2.04020 0.26 0.52 0.07
H 2.29925 4.43912 2.56143 -0.08 -0.27 -0.42
H 1.48291 4.65591 0.96515 0.39 -0.06 0.34
H 3.18012 4.06948 1.02849 -0.43 0.16 0.13
H -2.57897 2.95822 -2.13557 0.10 -0.25 0.17
H -2.91936 1.46466 -1.22349 0.22 0.19 -0.09
H -1.77502 1.43222 -2.59483 -0.24 0.12 -0.02
H -1.19181 4.47663 -1.89094 0.20 0.00 0.21
H 0.47351 3.90050 -2.14177 -0.12 0.27 0.04
H 0.06034 4.77465 -0.64233 -0.06 -0.15 -0.17
H -2.74833 3.32073 0.44476 0.35 0.05 0.11
H -1.28378 3.81033 1.35076 -0.11 -0.22 -0.12
H -1.90312 2.14191 1.48717 -0.05 0.29 -0.03
C -3.22698 -1.13782 -1.22043 2.49 -2.38 0.44
C -3.44428 -0.81542 0.24741 -0.79 0.20 -0.46
C -4.85061 -0.41567 0.54664 0.53 -1.39 0.62
C -5.80370 -0.54756 -0.43478 -1.15 0.18 -0.52
C -5.49112 -0.65944 -1.81441 0.26 0.23 0.45
C -4.15671 -0.62984 -2.17588 -0.56 0.21 -0.93
O -2.33332 -1.92982 -1.62112 -1.46 4.43 0.11
H -2.87781 0.07541 0.45087 0.82 0.60 0.27
H -3.11896 -1.58013 0.96518 0.02 0.00 -0.33
H -5.08580 -0.27948 1.62041 -0.18 0.20 -0.85
H -6.85178 -0.51423 -0.17172 -0.13 0.16 0.12
H -6.25692 -0.73720 -2.58135 -0.14 0.25 0.16
H -3.75544 -0.36301 -3.15220 -0.43 -0.38 -0.10
N 4.10966 -3.67943 2.95053 0.71 -0.60 0.88
C 2.80145 -4.15999 2.46836 0.20 0.36 -0.32
C 2.42252 -3.12081 1.44431 0.23 0.67 -0.78
O 3.11411 -2.09242 1.30031 -1.29 -1.02 0.22
O 1.37785 -3.45160 0.76857 -0.40 0.92 -0.47
H 4.22278 -2.72286 2.51790 0.26 -0.52 0.30
H 4.84192 -4.33106 2.65145 0.22 0.36 -0.05
H 4.16586 -3.65453 3.97502 0.06 0.19 -0.16
H 2.87789 -5.13624 1.99664 0.00 -0.07 0.09
H 2.07089 -4.19231 3.26635 -0.12 -0.06 0.15
```
Positions in Å, forces in eV/Å.

For the LUMO energy (alpha / beta), the calculation gives -13.64 / -14.70 eV. The calculation puts the gap between HOMO and LUMO (alpha / beta) at 5.7 / 4.6 eV. The total energy is -61670.2241 eV. The total charge is +4.